The following is a quantum chemistry calculation of a structure of composition C4H6O2Rb at a distorted geometry, from the OMol25 dataset.

XYZ file:
```
13
Properties=species:S:1:pos:R:3
H 0.09 1.26 -0.35
C 2.53 -0.26 0.14
O -1.64 0.55 1.63
C 1.32 -0.55 -0.51
H 2.17 -0.10 -1.40
O -1.18 -0.44 -0.50
H 1.25 -1.65 -0.32
H 2.70 0.82 0.29
H -0.68 -1.22 1.40
C -0.86 -0.27 0.89
Rb -4.21 0.21 -2.48
H -1.55 1.47 1.36
C 0.07 0.19 -0.14
```

Properties
- DFT total energy: -8987.7829 eV
- ΔE to the lowest compared entry with this formula, charge and spin: 369.8 kJ/mol
- Multiplicity: 2
- Kohn-Sham gap (alpha / beta): 3.668 / 8.794 eV
- <S²>: 0.7501


The following is a quantum chemistry calculation of a structure of composition C22H22CrN6O2S3 at a distorted geometry, from the OMol25 dataset.

XYZ file:
```
56
Properties=species:S:1:pos:R:3
H 2.64 2.14 -0.16
H 7.09 -0.50 0.42
C -4.75 -1.19 1.80
C 0.44 -0.41 5.11
N 3.05 -3.78 0.26
N 1.74 1.85 -0.57
N -3.13 -0.19 0.35
C -5.81 0.31 -2.90
C -4.93 0.16 -1.71
C 2.06 -3.28 -0.04
H 0.92 -0.37 6.07
N 1.76 2.06 -1.96
H -6.84 0.10 -2.64
C 1.21 -0.44 3.95
C -0.78 -0.51 2.56
H 2.51 2.88 -4.43
S 2.94 -0.45 3.78
H 1.67 3.01 -2.30
H -6.34 -0.76 -0.41
C 5.53 -0.62 -1.05
C 1.53 2.46 -4.67
H -3.32 1.05 -2.63
C 4.16 -0.64 -1.28
N 1.50 -0.45 1.64
C -2.75 0.42 -0.76
H 5.51 -0.44 2.34
C -5.33 -0.42 -0.53
O 1.33 1.19 -4.07
C 0.61 -0.47 2.68
H -1.24 -0.57 1.59
C -1.53 -0.49 3.72
H -2.61 -0.51 3.65
H 1.48 2.28 -5.75
H -4.08 -2.02 2.03
H 6.21 -0.67 -1.87
C 1.41 1.01 -2.77
S 0.59 -2.63 -0.44
C 6.02 -0.52 0.25
C 3.26 -0.56 -0.23
C 5.15 -0.47 1.32
C -4.38 -0.58 0.50
S -1.22 1.04 -0.97
O 1.21 -0.11 -2.31
H -5.50 -0.39 -3.67
N -3.65 0.59 -1.79
C -0.93 -0.43 4.97
H 0.98 2.38 -0.12
C 2.75 -0.46 2.07
H -5.75 1.32 -3.32
H -5.78 -1.54 1.80
H -4.62 -0.46 2.59
H 0.73 3.15 -4.39
H 3.79 -0.75 -2.29
Cr 1.26 -0.39 -0.32
C 3.78 -0.49 1.07
H -1.55 -0.41 5.86
```

Properties
- DFT total energy: -97130.2410 eV
- ΔE to the lowest compared entry with this formula, charge and spin: 145.1 kJ/mol
- Multiplicity: 4
- Kohn-Sham gap (alpha / beta): 7.526 / 7.697 eV
- Net charge: +1
- <S²>: 3.8265


The following is a quantum chemistry calculation of an isolated molecule of C4H6N2 at a distorted geometry, from the OMol25 dataset.

XYZ file:
```
12
Properties=species:S:1:pos:R:3
H -1.43 -0.21 0.88
N 4.12 0.44 0.41
H 1.68 -0.20 -1.70
H 1.11 -0.62 1.29
H -0.46 1.27 1.21
H -0.48 -1.64 -0.73
H -0.74 0.84 -0.46
C 0.59 -0.50 0.33
C 1.77 0.11 -0.56
N 0.36 -1.78 -0.31
C -0.58 0.46 0.50
C 3.05 0.26 0.00
```

Properties
- DFT total energy: -7221.0932 eV
- ΔE to the lowest compared entry with this formula, charge and spin: 434.0 kJ/mol
- Kohn-Sham gap (alpha / beta): 8.573 / 9.163 eV


The following is a quantum chemistry calculation of a cluster of 2 separate species, C4H13N3O2 in total, from the OMol25 dataset.

XYZ file:
```
22
Properties=species:S:1:pos:R:3
N -2.32 1.90 1.07
H 2.43 -0.98 -2.38
N 0.24 1.72 1.27
H -3.09 2.26 1.63
H -1.22 -1.44 -1.58
H 0.79 -0.85 -3.06
O 0.06 -0.16 2.55
N 1.73 -1.17 0.16
H -0.29 2.51 0.95
C 0.86 -1.44 -0.97
H 1.21 1.86 1.53
H 1.72 -0.18 0.38
C 1.41 -0.67 -2.17
H -0.72 0.00 -0.68
H 1.40 0.40 -1.97
C -0.43 0.75 1.94
O -1.79 0.81 1.84
H -2.72 1.48 0.24
H 0.94 -2.51 -1.18
H -0.98 -1.54 0.17
H 1.39 -1.65 0.99
C -0.61 -1.08 -0.74
```

Properties
- DFT total energy: -12923.4790 eV
- ΔE to the lowest compared entry with this formula, charge and spin: 125.6 kJ/mol
- Structure (SMILES): NOC(N)=O.CC(C)N
- Kohn-Sham gap: 9.480 eV


The following is a quantum chemistry calculation of a structure of composition C40H49AuN6OPSb at a distorted geometry, from the OMol25 dataset.

XYZ file:
```
99
Properties=species:S:1:pos:R:3
H -1.32 -5.07 -2.60
C -0.82 0.95 2.51
H -0.30 3.67 4.44
H -1.41 5.79 -1.77
H 1.89 4.37 -2.09
H 1.81 2.38 -0.70
C 4.09 -0.20 3.74
H 5.02 -0.09 4.28
H 5.03 0.08 1.85
H 0.68 0.23 -3.06
H 0.81 -0.74 4.20
H -2.28 -5.14 3.91
C -0.17 2.78 -2.43
C -1.78 -1.83 3.41
N 0.57 -7.75 -1.37
H -4.95 1.31 -0.93
H -0.43 -5.26 2.27
H 0.54 -3.20 1.36
H 2.89 -0.59 5.48
C -2.23 2.93 3.86
H 0.95 5.79 -1.60
N -0.26 2.20 -1.07
C -3.56 -2.64 -0.39
H -3.83 0.12 -3.56
C 1.71 -0.41 2.29
C 3.16 -0.30 0.14
C 0.28 -2.42 -1.24
H -4.03 -3.20 -1.20
H 2.11 -2.55 -0.11
C -1.41 4.70 -1.80
C 0.96 4.70 -1.63
C 0.54 -6.61 -1.43
H 4.28 1.72 -3.29
N -1.51 4.18 -0.44
C 3.20 1.58 -3.30
H -1.03 2.43 -3.02
H -1.47 -2.64 -2.48
H 2.30 -4.97 -0.32
H -4.25 -2.53 0.43
H -2.77 3.69 4.40
C 4.54 -0.68 -1.57
C -1.85 -4.24 3.51
H -3.87 -1.65 -3.50
H 1.21 -1.18 -3.97
P 0.00 -0.44 1.67
Au 0.02 -0.29 -0.80
C 1.39 -0.12 -3.82
C -4.93 0.27 -0.61
C 1.74 -0.55 3.68
H -2.68 -3.17 -0.05
C -2.31 -3.00 3.93
H -5.70 -0.28 -1.14
C -0.81 -4.31 2.59
C 0.87 2.75 -0.28
C 3.08 -0.65 -2.05
C -0.13 1.93 3.22
H 2.81 2.05 -2.40
H -3.10 -2.94 4.66
H 2.73 -1.68 -2.22
C 2.91 -0.46 4.41
H 5.12 0.20 -1.89
C 1.35 -3.08 -0.67
C 1.47 -4.46 -0.78
C -3.29 -0.77 -3.24
C -0.84 2.92 3.89
H 0.95 1.93 3.26
C -0.66 -3.14 -1.97
N 0.87 4.19 -0.26
H -0.44 4.28 1.36
C 4.09 -0.09 2.36
C -2.21 1.00 2.44
H 0.78 2.37 0.75
H -3.99 1.98 3.10
H -0.38 5.75 0.35
H -1.61 2.35 0.54
C -0.27 -3.15 2.07
H 3.48 -0.37 -4.11
C -0.57 -4.52 -2.06
C 2.92 -0.22 1.59
C -0.37 4.66 0.34
H -5.11 0.21 0.46
H -2.33 -0.80 -3.76
C -1.50 2.74 -0.48
C -2.91 1.97 3.13
Sb -3.03 -0.66 -1.10
H 1.19 0.40 -4.75
H -2.74 0.26 1.84
N -0.18 4.22 -2.41
O 4.42 -0.64 -0.15
C -0.76 -1.90 2.46
H -2.35 2.40 -1.08
H -2.14 -0.89 3.78
H 5.08 -1.58 -1.86
C 2.83 0.11 -3.36
N 2.37 -0.17 -0.86
C 0.48 -5.19 -1.44
H 0.75 2.44 -2.91
H -2.27 4.36 -2.38
H 2.82 2.11 -4.17
```

Properties
- DFT total energy: -72765.1341 eV
- ΔE to the lowest compared entry with this formula, charge and spin: 0.0 kJ/mol
- Kohn-Sham gap (alpha / beta): 5.229 / 5.331 eV
- Net charge: +2


The following is a quantum chemistry calculation of a structure of composition C45H40BKN3O2S5Sb at a distorted geometry, from the OMol25 dataset.

XYZ file:
```
98
Properties=species:S:1:pos:R:3
N 4.86 -1.21 -2.26
O -3.06 1.22 -0.89
H -4.14 -0.96 1.68
C 3.39 0.11 3.17
C 1.22 1.14 -4.62
C 0.36 -5.69 -1.28
B -3.60 1.83 0.34
H 6.82 -1.93 -2.59
H -1.52 -6.48 -0.61
S 2.51 -2.47 3.70
C -6.34 1.87 -2.04
C 2.20 4.63 -0.54
H 3.19 5.00 -0.30
C -3.30 -1.75 -0.14
C 1.71 2.29 3.71
H -2.81 -2.55 -2.07
C 1.40 2.76 -2.81
C -1.66 -2.24 5.19
C -0.90 -5.60 -0.70
C -4.93 -2.45 -1.79
H -1.74 -2.41 6.26
H -6.47 -1.26 0.98
H -3.05 0.39 -3.55
C -3.61 -2.28 -1.39
H 0.72 -6.64 -1.64
H 2.89 1.30 -3.29
K -1.01 2.27 -0.19
C -0.49 4.90 2.10
H -6.99 -2.21 -1.25
C 1.16 3.28 2.71
C 1.15 -4.56 -1.38
C -1.20 -3.25 4.36
H -0.61 1.24 -5.76
H 6.37 -1.04 -0.28
C -4.35 -1.39 0.71
C -0.04 3.93 2.98
H -1.42 5.42 2.28
C 4.50 -0.73 -1.04
C 6.08 -0.62 3.21
H 1.12 2.37 4.63
C 1.42 4.43 0.74
N 5.52 -0.50 -0.18
S 1.67 0.53 3.26
C 6.18 -1.08 -2.82
H 5.36 -2.59 3.65
C -5.96 -2.09 -0.94
H 2.73 2.57 3.96
C 0.15 3.32 -3.14
H -1.50 3.14 -4.47
C 5.74 0.70 2.92
H -0.90 -4.20 4.77
C -0.03 1.66 -4.95
H -2.34 -0.20 5.30
C 3.71 -1.26 3.42
C 0.26 5.17 0.96
H -0.60 3.69 3.87
H -7.24 2.29 -1.61
C -1.43 -1.79 2.44
Sb -1.25 -1.31 0.37
H 1.64 0.31 -5.17
C 4.39 1.04 2.90
C -3.97 0.79 -3.14
C 1.92 1.71 -3.57
C -5.19 1.76 -1.30
H -0.08 5.88 0.22
C -0.53 2.73 -4.23
H 6.11 -1.00 -3.91
C -5.67 -1.56 0.31
N 1.88 3.52 1.60
H -5.14 -2.85 -2.77
C -2.00 -1.00 4.66
C -1.36 -4.37 -0.23
C -4.03 1.23 -1.84
H 5.26 -0.28 0.77
H 2.14 -4.62 -1.82
O -4.96 2.14 -0.01
H 7.13 -0.92 3.24
C -0.57 -3.23 -0.33
H -5.13 0.55 -4.93
H -2.34 -4.31 0.22
C -1.08 -3.02 2.99
C -6.30 1.41 -3.36
H -0.68 -3.81 2.36
C -5.13 0.89 -3.90
H 1.68 5.32 -1.20
H 4.08 -1.25 -2.90
S 2.50 3.06 -1.42
H -2.12 0.20 2.89
H 6.67 -0.17 -2.45
H 4.12 2.06 2.63
H -7.19 1.48 -3.97
H 6.49 1.45 2.71
H 1.33 -2.46 -0.99
C 5.09 -1.56 3.44
C -1.87 -0.78 3.29
S 2.93 -0.40 -0.65
C 0.69 -3.33 -0.91
S -0.63 4.67 -2.34
```

Properties
- DFT total energy: -133597.9794 eV
- ΔE to the lowest compared entry with this formula, charge and spin: 490.3 kJ/mol
- Kohn-Sham gap: 5.307 eV
- Net charge: -2


The following is a quantum chemistry calculation of a cluster of 11 separate species, C40H74BrFN13O28PS in total at a distorted geometry, from the OMol25 dataset.

XYZ file:
```
159
Properties=species:S:1:pos:R:3
H -0.35 -4.44 -5.56
H -0.88 -1.72 1.76
O -4.16 -4.17 -0.63
S -1.66 1.12 1.95
H -9.78 -0.58 3.12
H 4.34 -2.58 1.13
H -1.15 -1.04 -0.29
H 5.11 3.27 -3.38
H -3.08 -5.51 6.20
H -10.79 -2.04 3.31
H 1.35 0.65 0.09
C 8.06 0.81 4.71
H 1.79 -1.21 7.65
N -5.78 1.96 -1.92
C -4.76 -7.55 1.57
O 6.68 -1.04 4.60
C 6.29 0.29 0.81
O -1.60 0.78 3.32
H -2.82 -3.26 -2.25
C 2.73 -1.12 4.08
N 4.33 0.90 -4.20
H 2.30 1.19 -4.68
H 2.38 2.39 3.28
C -2.58 -1.81 -3.80
O 0.63 5.08 4.76
H -0.11 0.34 -2.60
C -6.70 2.56 -0.91
H 0.55 3.47 -8.17
H 6.58 -1.73 1.15
C 0.49 0.17 0.57
C 2.50 -0.89 8.40
H 3.13 -1.97 3.52
O -8.84 -3.56 2.57
C 1.13 -0.83 1.56
O -2.18 -0.30 -5.65
C 3.26 -0.95 0.31
H -5.53 -8.32 1.55
N -2.93 -0.39 -1.83
H -4.42 -7.30 0.57
C 0.71 8.38 -4.47
Br 0.01 -4.03 0.06
N -5.35 -6.32 2.16
O -2.60 0.46 1.11
H 3.20 0.13 0.39
O 3.41 4.26 -8.65
H -3.93 -7.83 2.21
N -5.37 -4.08 -0.62
C -1.17 -2.47 -5.66
H 4.08 -2.07 -1.38
O 1.20 6.37 -5.47
O 2.73 7.28 -4.26
O -5.54 0.77 -1.80
H -1.97 5.36 3.28
O -3.29 -8.04 4.28
O -8.39 -1.73 1.54
H 0.53 4.82 -2.38
H 4.77 5.17 -1.85
H -4.43 -1.35 -2.90
H 4.42 -1.15 2.11
O -1.74 -7.42 5.65
C 1.74 3.41 -3.45
O 5.34 1.24 0.68
C 3.02 2.95 -3.74
H 2.38 -1.68 -1.50
H -0.73 -2.22 -6.61
H -5.69 -3.74 1.40
H -3.75 0.01 -3.76
O 1.21 -3.99 2.51
H 1.23 4.00 -6.60
H -0.21 1.54 -1.33
C 5.86 -1.14 0.57
H 3.03 -0.78 -3.99
H 3.54 -0.58 4.56
O -4.62 -5.36 2.26
C -1.56 -4.00 -3.83
N 1.63 7.25 -4.76
H 0.45 8.84 -5.43
H 0.11 -1.88 3.20
H 4.56 0.45 -1.65
H 4.95 0.68 -4.96
N -0.25 1.30 1.19
H 0.43 -1.17 -1.04
H 2.46 5.93 -1.30
C -3.63 -6.09 5.47
C 0.58 -3.31 1.77
O 7.41 0.57 1.15
O 2.85 2.38 -7.78
H 1.22 9.09 -3.83
H 1.25 5.11 -8.00
H -6.82 3.61 -1.14
H 2.10 -1.53 4.87
N -0.50 5.54 4.75
O 5.82 0.88 4.16
H -5.60 -2.27 0.39
H 0.35 1.98 1.64
H -1.39 -4.97 -3.38
N 6.75 0.16 4.48
H 8.33 1.31 3.78
N -8.94 -2.37 2.42
C -2.13 0.81 -1.91
N -2.81 -7.28 5.11
C -0.63 0.58 -1.67
H -7.06 -3.30 0.34
C -1.97 -1.53 -5.02
H 8.78 0.05 4.97
H 0.12 2.36 -3.42
H -3.66 -0.29 -1.15
H 5.54 1.92 1.34
H 4.72 -1.05 -3.59
C 3.35 -1.28 -1.20
C -0.97 -3.71 -5.06
H -9.38 -1.80 4.38
C 4.46 -1.50 1.07
H -2.50 1.56 -1.21
C 1.54 4.48 -2.59
P 1.74 0.05 3.09
C -2.36 -3.05 -3.21
C -5.99 -3.28 0.47
C -9.79 -1.63 3.39
H 2.43 -1.51 9.29
C 2.74 1.55 2.69
H -2.24 1.26 -2.91
O -0.83 6.60 5.24
H 3.42 2.11 -5.66
C 4.10 3.61 -3.16
N 2.63 3.53 -8.08
C 2.63 5.11 -1.99
C 3.65 -0.03 -2.04
H -3.79 -5.52 4.55
H 6.04 -1.39 -0.47
O -6.11 -4.61 -1.43
F -2.02 2.66 1.94
C 3.91 4.67 -2.29
N 3.86 -1.05 7.82
H -0.18 7.97 -4.00
O 4.63 -1.79 8.39
C -0.28 -0.47 -0.60
H -2.32 4.53 4.82
H -4.58 -6.45 5.86
O -6.51 -6.34 2.51
H -1.48 0.30 -5.37
C -3.49 -0.82 -3.11
H 2.37 0.16 8.63
O -5.33 2.68 -2.78
C 0.14 -1.90 2.11
H -6.25 2.41 0.07
O 2.09 -1.61 0.83
O 4.09 -0.42 6.81
C 3.91 -0.32 -3.51
C 1.30 4.08 -7.68
O 0.65 2.82 -4.07
C -1.56 4.74 4.08
H -1.12 3.84 3.70
H 2.70 1.81 1.63
H 2.81 0.66 -1.94
H -7.64 2.02 -0.98
H 3.79 1.39 2.94
H 7.92 1.53 5.51
C 3.23 1.75 -4.65
```

Properties
- DFT total energy: -212237.2726 eV
- ΔE to the lowest compared entry with this formula, charge and spin: 0.0 kJ/mol
- Structure (SMILES): CP(C)[C@](CC(=O)Br)(O[C@H](CCCNCc1ccccc1O)CCC(=O)O)[C@@H](CCCNCc1ccccc1O)NS(=O)(=O)F.C[N+](=O)[O-].C[N+](=O)[O-].C[N+](=O)[O-].C[N+](=O)[O-].C[N+](=O)[O-].C[N+](=O)[O-].C[N+](=O)[O-].C[N+](=O)[O-].C[N+](=O)[O-].C[N+](=O)[O-]
- Kohn-Sham gap: 7.668 eV


The following is a quantum chemistry calculation of an isolated molecule of C4H8O2 at a distorted geometry, from the OMol25 dataset.

XYZ file:
```
14
Properties=species:S:1:pos:R:3
O -0.58 1.47 -0.66
O -1.26 -1.04 -0.93
H 1.23 -0.18 -1.31
C -0.89 -0.81 0.36
H 0.70 -0.39 1.73
C -0.54 1.00 0.67
H 2.29 0.49 -0.07
H -1.04 2.31 -0.67
C 1.55 -0.28 -0.27
H -1.55 0.46 0.99
C 0.40 -0.19 0.71
H 2.04 -1.26 -0.17
H -1.38 -1.52 1.04
H -1.10 -0.21 -1.43
```

Properties
- DFT total energy: -8369.1312 eV
- ΔE to the lowest compared entry with this formula, charge and spin: 400.5 kJ/mol
- Structure (SMILES): C[C@H]1[C@@H](O)[C@H]1O
- Kohn-Sham gap: 8.609 eV


The following is a quantum chemistry calculation of a structure of composition C2H5ClN2S at a distorted geometry, from the OMol25 dataset.

XYZ file:
```
11
Properties=species:S:1:pos:R:3
C 0.66 0.75 0.99
H 1.41 0.40 2.06
C 0.25 -0.42 0.03
H -0.76 1.22 -1.10
H -0.31 1.39 1.44
Cl 1.53 2.02 0.00
N -0.76 0.19 -0.78
S -2.04 -0.82 -1.28
N 0.26 -1.71 0.21
H 0.92 -1.91 0.93
H -1.16 -1.10 -2.49
```

Properties
- DFT total energy: -28489.9904 eV
- ΔE to the lowest compared entry with this formula, charge and spin: 242.8 kJ/mol
- Kohn-Sham gap: 9.662 eV


Question: Which value of DFT total energy does entry 7 give?
Answer: -212237.2726 eV


Question: Which of these has the lowest DFT total energy?
Answer: C40H74BrFN13O28PS


Question: Which value of DFT total energy does entry 8 give?
Answer: -8369.1312 eV


Question: What is the formula in the fourth record?
Answer: C4H13N3O2